Computed, not measured: 2 unconnected molecules or ions with the total composition C2HClFN at a distorted geometry, with ωB97M-V/def2-TZVPD.

Geometry as XYZ:
```
6
C2HClFN ωB97M-V/def2-TZVPD
C 0.35057 -0.32863 -0.97181
C 0.00017 0.15371 0.31515
N 0.73265 -0.76175 -1.96021
F 0.51606 1.34545 0.63294
Cl 0.20823 -1.02390 1.58309
H -1.80769 0.61511 0.40085
```

- HOMO (spin up / spin down) (eV) = -10.685 / -10.686
- net charge = 0
- E_LUMO (spin up / spin down) (eV) = -1.3518 / -1.3522
- Kohn-Sham gap (spin up / spin down) (eV) = 9.33 / 9.33

Here is what natural (NBO) gives for the atomic charges, in e: number 1, C, carries 0.150; number 2, C, carries 0.188; number 3, N, carries -0.202; number 4, F, carries -0.310; number 5, Cl, carries 0.057; number 6, H, carries 0.116

=====

Computed, not measured: 2 unconnected molecules or ions with the total composition C2HClN2 at a distorted geometry, with ωB97M-V/def2-TZVPD.

Geometry as XYZ:
```
6
C2HClN2 ωB97M-V/def2-TZVPD
C -0.50335 0.95775 0.63618
C 0.25549 0.49559 -0.41299
N -1.16385 1.15308 1.56564
N 0.49246 -1.76460 -0.43536
Cl 0.61228 1.15607 -1.82678
H 0.30695 -1.99790 0.47331
```

- HOMO (spin up / spin down) (eV) = -9.143 / -10.020
- net charge = 0
- E_LUMO (spin up / spin down) (eV) = -1.7968 / -1.9861
- multiplicity = 3
- Kohn-Sham gap (spin up / spin down) (eV) = 7.35 / 8.03

Here is what natural (NBO) gives for the atomic charges, in e: number 1, C, carries 0.098; number 2, C, carries -0.062; number 3, N, carries -0.225; number 4, N, carries -0.267; number 5, Cl, carries 0.217; number 6, H, carries 0.239